Formula: C25H48IrP4S
Source: the Open Molecules 2025 dataset
Level of theory: wB97M-V/def2-TZVPD

## Properties
energy above the lowest of the compared OMol25 structures with the same formula, charge and spin: 0.0 kcal per mole
E_LUMO (alpha / beta): -0.3703 / -0.5230 hartree
multiplicity: 6
Kohn-Sham gap (alpha / beta): 8.0 / 5.6 eV
total charge: +4
HOMO (alpha / beta): -0.6652 / -0.7281 hartree
strongest force on any atom: 3.38 eV/A

Each line ends with the Mulliken spin population.
Cartesian coordinates (Å):
1 Ir -0.31 -0.40 -0.46  1.9902
2 P 0.08 -2.58 -0.03  -0.0394
3 P 1.77 0.11 -1.16  0.0813
4 P -1.12 -0.86 -2.54  0.1286
5 H -0.54 1.62 1.35  0.0506
6 C -1.37 1.00 0.97  0.2383
7 C -1.56 -0.35 1.37  0.1195
8 H -0.97 -0.70 2.22  -0.0049
9 C 0.66 -3.13 1.61  0.0584
10 C 1.40 -3.26 -1.10  0.0353
11 C -1.41 -3.62 -0.22  0.0269
12 C 1.85 1.93 -1.16  0.0768
13 C 3.27 -0.38 -0.17  0.0284
14 C 2.33 -0.35 -2.86  0.0724
15 C -2.86 -1.39 -2.29  0.0652
16 C -0.56 -2.16 -3.69  0.0284
17 C -0.96 0.62 -3.55  0.0576
18 H -2.30 1.58 0.75  -0.0193
19 H -2.51 -0.84 1.17  0.0258
20 H -0.07 -2.87 2.40  -0.0014
21 H 1.63 -2.70 1.88  -0.0225
22 H 0.76 -4.23 1.61  0.0015
23 H 2.35 -2.72 -0.98  -0.0119
24 H 1.14 -3.25 -2.17  -0.0049
25 H 1.57 -4.30 -0.80  0.0061
26 H -2.29 -3.15 0.23  0.0027
27 H -1.22 -4.57 0.32  0.0015
28 H -1.63 -3.88 -1.27  0.0002
29 H 2.76 2.27 -1.67  0.0121
30 H 1.87 2.29 -0.12  -0.0251
31 H 0.97 2.37 -1.65  -0.0024
32 H 4.18 -0.38 -0.80  0.0048
33 H 3.19 -1.38 0.27  0.0032
34 H 3.46 0.31 0.67  0.0056
35 H 3.38 -0.03 -2.96  0.0052
36 H 1.75 0.11 -3.66  -0.0061
37 H 2.31 -1.44 -3.02  -0.0027
38 H -3.51 -0.87 -3.02  -0.0014
39 H -3.18 -1.12 -1.27  0.0068
40 H -2.98 -2.48 -2.41  0.0044
41 H -1.21 -2.05 -4.57  0.0083
42 H -0.72 -3.17 -3.30  0.0010
43 H 0.47 -2.00 -4.02  -0.0051
44 H -1.93 0.86 -3.99  -0.0032
45 H -0.25 0.48 -4.37  0.0067
46 H -0.59 1.49 -2.98  0.0073
47 C -4.37 3.05 -1.48  0.2677
48 C -4.16 4.17 -2.32  0.0982
49 C -5.24 4.99 -2.67  0.0397
50 C -6.52 4.73 -2.18  0.2244
51 C -6.69 3.78 -1.17  0.1323
52 C -5.60 2.98 -0.79  -0.0004
53 S -3.35 1.65 -1.42  0.1921
54 H -2.04 1.99 -1.08  0.0333
55 H -3.14 4.37 -2.65  0.0011
56 H -5.06 5.84 -3.33  0.0046
57 H -7.38 5.27 -2.57  -0.0008
58 H -7.64 3.63 -0.65  0.0049
59 H -5.69 2.24 0.00  -0.0016
60 C 0.65 -0.89 4.32  0.0789
61 P 1.39 -0.06 2.84  0.1453
62 C 1.05 1.69 3.29  0.0445
63 C 3.16 -0.15 3.31  0.2566
64 C 3.93 1.01 3.49  0.0328
65 C 5.30 0.92 3.74  0.0928
66 C 5.90 -0.33 3.75  0.2201
67 C 5.15 -1.51 3.56  0.0553
68 C 3.77 -1.43 3.38  0.0755
69 H -0.42 -1.09 4.22  -0.0033
70 H 0.77 -0.20 5.17  0.0066
71 H 1.11 -1.88 4.51  -0.0009
72 H 1.51 1.96 4.25  -0.0017
73 H 1.42 2.37 2.50  0.0006
74 H -0.04 1.83 3.34  -0.0031
75 H 3.47 2.00 3.44  -0.0065
76 H 5.87 1.82 3.90  0.0033
77 H 6.97 -0.40 3.89  -0.0029
78 H 5.65 -2.49 3.55  0.0032
79 H 3.18 -2.34 3.30  -0.0038

Formula: C5H11N3O
Source: the Open Molecules 2025 dataset
Level of theory: wB97M-V/def2-TZVPD

## Properties
energy above the lowest of the compared OMol25 structures with the same formula, charge and spin: 0.0 kcal per mole
E_LUMO (alpha / beta): 0.0351 / -0.1565 hartree
multiplicity: 3
Kohn-Sham gap (alpha / beta): 7.7 / 4.0 eV
HOMO (alpha / beta): -0.2480 / -0.3039 hartree
strongest force on any atom: 8.56 eV/A

Each line ends with the Mulliken spin population.
Cartesian coordinates (Å):
1 C -2.58 0.23 0.29  0.0382
2 C -1.32 0.50 -0.38  0.4518
3 C 0.02 -1.63 -0.93  0.0193
4 C 1.13 1.50 0.87  -0.0085
5 C -0.17 -0.38 -0.01  -0.0031
6 N -1.44 1.35 -1.28  0.7534
7 N 2.21 -0.45 0.51  0.0029
8 N 1.14 0.33 -0.03  0.0469
9 O -2.67 -0.53 1.19  0.5997
10 H -3.42 0.90 -0.07  0.0864
11 H 0.19 -1.17 -1.93  -0.0026
12 H -0.88 -2.21 -0.89  -0.0004
13 H 0.88 -2.30 -0.63  0.0039
14 H 2.23 1.84 0.82  -0.0014
15 H 0.46 2.29 0.65  0.0099
16 H 0.90 1.10 1.86  0.0017
17 H -0.24 -0.95 0.96  0.0062
18 H -0.72 1.77 -1.96  -0.0089
19 H 1.81 -1.08 1.24  0.0037
20 H 2.48 -1.10 -0.26  0.0007

Formula: C17H23CaCl4N2O2SSi
Source: the Open Molecules 2025 dataset
Level of theory: wB97M-V/def2-TZVPD

## Properties
E_LUMO: 0.0823 hartree
Kohn-Sham gap: 5.9 eV
total charge: -1
HOMO: -0.1350 hartree
strongest force on any atom: 2.81 eV/A

Each line ends with the Mulliken charge.
Cartesian coordinates (Å):
1 Ca -0.16 0.97 -0.18  2.3505
2 C 1.41 0.46 2.40  -0.7112
3 C 2.60 1.00 1.59  -0.8429
4 N 2.16 1.31 0.24  -0.1002
5 C 2.63 2.55 -0.36  -0.9717
6 C 1.98 3.79 0.28  -0.5852
7 S 0.16 3.75 0.15  -0.1226
8 C -0.43 3.66 1.88  -0.6708
9 C 0.23 2.61 2.77  -0.9221
10 N 0.24 1.30 2.16  -0.0632
11 H 1.68 0.39 3.47  0.3769
12 H 1.17 -0.53 2.03  0.0970
13 H 3.41 0.26 1.61  0.4556
14 H 2.99 1.91 2.05  0.3308
15 H 2.29 0.52 -0.39  0.4081
16 H 2.34 2.53 -1.41  0.3919
17 H 3.72 2.67 -0.31  0.3909
18 H 2.32 4.68 -0.24  0.4942
19 H 2.25 3.89 1.34  0.3027
20 H -1.48 3.42 1.75  0.4049
21 H -0.34 4.65 2.33  0.4805
22 H -0.29 2.62 3.74  0.3981
23 H 1.26 2.91 2.99  0.3205
24 H -0.62 0.79 2.33  0.3759
25 Cl -5.85 1.30 -3.63  -0.2438
26 C -4.17 1.32 -3.19  0.2171
27 C -3.20 1.31 -4.17  0.1728
28 Cl -3.64 1.29 -5.85  -0.2424
29 C -1.85 1.34 -3.80  0.2434
30 Cl -0.60 1.32 -5.01  -0.2531
31 C -1.43 1.38 -2.47  0.0936
32 O -0.17 1.43 -2.12  -1.1562
33 C -2.45 1.39 -1.44  0.1242
34 O -2.10 1.45 -0.18  -1.1735
35 C -3.79 1.35 -1.85  0.2865
36 Cl -4.99 1.35 -0.60  -0.2543
37 C 1.96 -4.91 -0.03  -0.9763
38 Si 0.17 -4.30 0.14  -0.1897
39 C -0.86 -4.97 -1.29  -0.9456
40 C -0.53 -4.94 1.78  -0.9665
41 C 0.15 -2.48 0.11  -1.7769
42 C 0.08 -1.25 0.02  0.8428
43 H 2.04 -6.00 -0.03  0.2799
44 H 2.57 -4.53 0.79  0.2854
45 H 2.39 -4.54 -0.96  0.3029
46 H -0.88 -6.06 -1.34  0.2912
47 H -0.46 -4.59 -2.24  0.2875
48 H -1.88 -4.61 -1.21  0.2919
49 H -0.55 -6.03 1.84  0.2803
50 H -1.56 -4.58 1.90  0.3032
51 H 0.05 -4.56 2.62  0.2872

Formula: C2H8N4O3S
Source: the Open Molecules 2025 dataset
Level of theory: wB97M-V/def2-TZVPD

## Properties
energy above the lowest of the compared OMol25 structures with the same formula, charge and spin: 63.3 kcal per mole
E_LUMO (alpha / beta): 0.0101 / -0.0646 hartree
Kohn-Sham gap (alpha / beta): 9.3 / 5.3 eV
HOMO (alpha / beta): -0.3316 / -0.2582 hartree
strongest force on any atom: 5.06 eV/A

Each line ends with the Mulliken charge.
Cartesian coordinates (Å):
1 C -1.59 -0.41 -0.96  0.5311
2 C 0.42 1.49 0.71  -0.6467
3 N -2.10 0.70 -1.38  -0.7823
4 N -1.81 -0.86 0.31  -0.3138
5 N -0.73 -1.07 -1.73  -0.5639
6 N 0.24 -1.67 -1.16  -0.1494
7 O 1.03 -0.93 1.48  -0.6931
8 O 2.22 0.11 -0.38  -0.5202
9 O 2.67 0.80 1.97  -0.4766
10 S 1.59 0.27 0.90  1.2415
11 H -0.22 1.57 -0.20  0.4080
12 H 0.47 2.34 1.43  0.3751
13 H -1.67 1.03 -2.30  0.2789
14 H -2.22 -0.18 0.87  0.2215
15 H -1.95 -1.78 0.33  0.2113
16 H 2.90 0.21 2.61  0.3403
17 H 0.46 -1.54 -0.03  0.2865
18 H 0.95 -2.06 -1.84  0.2517

Formula: C20H23N2O8OsSi
Source: the Open Molecules 2025 dataset
Level of theory: wB97M-V/def2-TZVPD

## Properties
energy above the lowest of the compared OMol25 structures with the same formula, charge and spin: 15.0 kcal per mole
E_LUMO (alpha / beta): 0.0705 / 0.0749 hartree
Kohn-Sham gap (alpha / beta): 7.5 / 7.5 eV
total charge: -1
HOMO (alpha / beta): -0.2051 / -0.2006 hartree
strongest force on any atom: 3.70 eV/A

Each line ends with the Mulliken charge.
Cartesian coordinates (Å):
1 Os -0.40 -0.90 -0.54  2.3547
2 N -0.78 -2.90 -1.64  -0.6842
3 C -0.54 -2.54 -3.04  -0.6300
4 C -1.20 -1.20 -3.33  0.7351
5 O -1.80 -1.01 -4.38  -0.7246
6 N -1.05 -0.28 -2.33  -0.5492
7 C -2.06 0.76 -2.23  -0.7769
8 C -2.94 0.38 -1.02  0.6172
9 O -4.02 0.87 -0.82  -0.7037
10 O -2.37 -0.54 -0.27  -0.6783
11 H -0.15 -3.62 -1.30  0.2352
12 H -1.73 -3.22 -1.49  0.2755
13 H -0.94 -3.27 -3.75  0.4054
14 H 0.53 -2.45 -3.18  0.1604
15 H -2.67 0.84 -3.13  0.4337
16 H -1.60 1.73 -2.02  0.1224
17 O 0.14 0.21 2.22  -0.4607
18 C 0.09 -1.21 2.37  -0.0621
19 O -0.03 -1.80 1.12  -0.6043
20 H 0.99 -1.52 2.91  0.3646
21 O 5.02 0.82 -0.82  -0.6942
22 C 4.05 1.31 -1.61  0.1399
23 C 4.26 2.54 -2.23  -0.7569
24 C 3.30 3.08 -3.06  -0.3094
25 C 2.10 2.40 -3.29  -1.0463
26 C 1.88 1.19 -2.67  0.1107
27 C 2.83 0.63 -1.81  0.3271
28 C 2.59 -0.66 -1.12  0.4267
29 O 3.50 -1.19 -0.48  -0.8253
30 O 1.44 -1.25 -1.25  -0.4975
31 H 4.69 -0.07 -0.51  0.3880
32 H 5.20 3.04 -2.05  0.4249
33 H 3.48 4.03 -3.53  0.3672
34 H 1.35 2.82 -3.95  0.4375
35 H 0.96 0.66 -2.83  0.6345
36 C 1.66 2.03 0.90  -1.1284
37 Si 0.03 1.07 0.76  0.5326
38 C -1.33 2.30 1.17  -1.3302
39 C -1.13 -1.20 3.28  0.4494
40 C -0.93 -1.19 4.66  -0.3632
41 C -1.94 -1.54 5.54  -0.6083
42 C -3.19 -1.91 5.07  -0.3808
43 C -3.42 -1.87 3.70  -0.7558
44 C -2.40 -1.52 2.82  -0.1817
45 H 1.67 2.46 1.90  0.4610
46 H 1.78 2.84 0.17  0.2269
47 H 2.52 1.37 0.80  0.2219
48 H -1.22 2.55 2.23  0.4105
49 H -2.34 1.91 1.01  0.3395
50 H -1.24 3.23 0.60  0.3120
51 H 0.04 -0.88 5.04  0.4103
52 H -1.74 -1.53 6.61  0.3605
53 H -3.98 -2.20 5.75  0.3662
54 H -4.39 -2.12 3.30  0.4003
55 H -2.61 -1.48 1.76  0.3002